13
Properties=species:S:1:pos:R:3:lowdin_charge:R:1 method="wB97M-V/def2-TZVPD" fmax_ha_per_bohr=0.060 homo_lumo_gap_ev=10.1 homo_ha=-0.3442 spin_multiplicity=1
C -0.483 -2.338 -0.126 0.1135
C -0.713 -1.200 0.138 -0.1618
C -0.855 0.182 0.534 -0.2937
C -1.776 1.004 -0.176 -0.2360
N -2.563 1.664 -0.667 0.1646
C 0.721 0.698 0.401 -0.2142
N 1.356 0.292 -0.839 -0.0242
H 0.126 -3.235 -0.123 0.0468
H -1.240 0.226 1.643 0.1844
H 0.788 1.854 0.408 0.1323
H 1.274 0.279 1.229 0.1029
H 1.188 0.860 -1.712 0.1118
H 2.178 -0.285 -0.709 0.0737

=====

13
Properties=species:S:1:pos:R:3:lowdin_charge:R:1 method="wB97M-V/def2-TZVPD" fmax_ha_per_bohr=0.023 homo_lumo_gap_ev=9.0 homo_ha=-0.3267 spin_multiplicity=1
N 2.503 -0.898 1.309 0.1588
C 1.648 -0.229 0.908 -0.1706
C 0.580 0.613 0.345 -0.3201
C 0.304 0.423 -1.158 -0.1787
C -1.194 0.117 -0.991 0.0392
C -1.210 -0.899 0.088 -0.2404
N -0.744 0.232 0.925 0.0046
H 0.798 1.650 0.610 0.1502
H 0.851 -0.405 -1.625 0.1179
H 0.498 1.338 -1.722 0.0973
H -1.389 1.015 0.776 0.1134
H -0.463 -1.701 0.108 0.1201
H -2.181 -1.256 0.429 0.1085

=====

13
Properties=species:S:1:pos:R:3:lowdin_charge:R:1 method="wB97M-V/def2-TZVPD" fmax_ha_per_bohr=0.093 homo_lumo_gap_ev=9.5 homo_ha=-0.3311 spin_multiplicity=1
C -1.475 -1.756 0.166 0.1124
C -1.328 -0.386 0.435 -0.3380
C -2.520 0.270 0.040 -0.2180
N -3.458 0.616 -0.537 0.1709
N -0.255 0.346 0.801 -0.0714
C 0.832 0.575 -0.100 -0.1087
C -0.129 1.643 0.265 -0.1395
H -0.600 -2.355 0.051 0.0537
H -2.397 -1.997 -0.296 0.0531
H 0.909 -0.076 -0.975 0.1135
H 1.868 0.553 0.520 0.1503
H 0.279 2.473 0.846 0.1162
H -0.700 2.027 -0.549 0.1055

=====

13
Properties=species:S:1:pos:R:3:lowdin_charge:R:1 method="wB97M-V/def2-TZVPD" fmax_ha_per_bohr=0.039 homo_lumo_gap_ev=9.8 homo_ha=-0.3444 spin_multiplicity=1
N -1.024 -2.847 -0.191 0.1571
C -0.311 -1.937 -0.181 -0.1723
C 0.559 -0.759 -0.179 -0.3167
C 0.230 0.405 -1.140 -0.1449
C 0.229 1.418 0.007 -0.0750
C -0.727 0.887 1.015 -0.2056
N 0.472 0.020 1.129 -0.0092
H 1.597 -1.085 -0.296 0.1464
H -0.748 0.348 -1.629 0.1163
H 0.999 0.568 -1.898 0.1056
H 1.210 1.159 0.807 0.1689
H -1.617 0.372 0.657 0.1174
H -0.884 1.468 1.925 0.1121

=====

13
Properties=species:S:1:pos:R:3:lowdin_charge:R:1 method="wB97M-V/def2-TZVPD" fmax_ha_per_bohr=0.022 homo_lumo_gap_ev="8.4 / 8.4" homo_ha="-0.3360 / -0.3360" spin_multiplicity=1
N 2.382 0.020 1.754 0.1672
C 1.844 0.177 0.741 -0.1721
C 1.206 0.348 -0.549 -0.2675
C -0.148 -0.221 -0.786 -0.2557
C -0.944 -0.913 0.332 -0.2594
C -1.453 0.341 0.964 0.1455
N 0.073 1.249 -0.716 0.0595
H 1.904 0.382 -1.382 0.1444
H -0.345 -0.574 -1.796 0.1404
H -1.692 -1.570 -0.128 0.1077
H -0.295 -1.499 0.990 0.0977
H -2.328 0.666 0.365 0.0320
H -0.205 1.595 0.210 0.0603

=====

13
Properties=species:S:1:pos:R:3:lowdin_charge:R:1 method="wB97M-V/def2-TZVPD" fmax_ha_per_bohr=0.017 homo_lumo_gap_ev="9.2 / 9.2" homo_ha="-0.3400 / -0.3400" spin_multiplicity=1
N -0.713 -0.204 2.140 0.1472
C -1.265 -0.515 1.121 -0.2088
C -1.186 -0.594 -0.237 -0.0977
C -0.665 0.719 -0.828 -0.1411
C 0.825 0.443 -0.660 -0.2696
C 1.340 -0.215 0.560 -0.2132
N 0.940 -1.034 -0.425 0.1125
H -1.622 -1.389 -0.827 0.1119
H -1.061 1.607 -0.321 0.1118
H -0.905 0.803 -1.892 0.1085
H 1.507 0.869 -1.399 0.1205
H 0.510 -0.264 1.691 0.0949
H 2.295 -0.227 1.076 0.1230

=====

13
Properties=species:S:1:pos:R:3:lowdin_charge:R:1 method="wB97M-V/def2-TZVPD" fmax_ha_per_bohr=0.017 homo_lumo_gap_ev=10.8 homo_ha=-0.3639 spin_multiplicity=1
N 2.684 -0.973 1.323 0.1492
C 1.833 -0.309 0.911 -0.1618
C 0.728 0.529 0.441 -0.3089
C 0.267 0.511 -1.035 -0.0731
C -1.128 0.353 -0.425 -0.2273
C -1.182 -0.953 0.241 -0.1051
N -0.619 0.186 0.977 -0.0022
H 0.913 1.564 0.744 0.1479
H 0.595 -0.357 -1.617 0.1133
H 0.478 1.422 -1.597 0.1089
H -1.950 1.048 -0.509 0.1320
H -0.519 -1.743 -0.107 0.1170
H -2.129 -1.297 0.648 0.1102

=====

13
Properties=species:S:1:pos:R:3:lowdin_charge:R:1 method="wB97M-V/def2-TZVPD" fmax_ha_per_bohr=0.233 homo_lumo_gap_ev="7.8 / 6.4" homo_ha="-0.2471 / -0.3579" spin_multiplicity=3
C 1.745 1.703 -0.110 -0.2441
C 0.569 0.778 -2.140 0.0571
C 0.728 1.204 -0.894 -0.1801
C -0.072 -0.516 0.783 -0.1288
C -0.662 0.725 1.537 -0.1142
N 2.654 2.071 0.490 0.1757
N -0.608 0.632 0.119 -0.0401
H -0.205 0.271 -2.635 0.0571
H 1.466 0.994 -2.755 0.0919
H 0.990 -0.565 0.892 0.0858
H -0.642 -1.447 0.782 0.0993
H -1.587 0.712 1.930 0.0615
H -0.037 1.352 2.078 0.0788

=====

14
Properties=species:S:1:pos:R:3:lowdin_charge:R:1 method="wB97M-V/def2-TZVPD" fmax_ha_per_bohr=0.087 homo_lumo_gap_ev=9.8 homo_ha=-0.3559 spin_multiplicity=1
O -2.823 -0.739 -0.023 0.0665
C -1.808 -0.040 0.080 -0.4476
N -1.667 1.318 -0.284 0.1583
C -0.408 1.610 -0.064 -0.0977
N 0.427 0.668 0.676 -0.0673
C 1.477 0.025 -0.147 -0.1757
C 0.566 -1.174 -0.472 -0.0129
C -0.523 -0.450 0.700 -0.1373
H -0.020 2.601 -0.189 0.1188
H 1.887 0.683 -0.984 0.1283
H 2.364 -0.229 0.525 0.1255
H 0.981 -2.115 -0.037 0.1072
H 0.024 -1.175 -1.405 0.0974
H -0.475 -0.984 1.623 0.1365

=====

14
Properties=species:S:1:pos:R:3:lowdin_charge:R:1 method="wB97M-V/def2-TZVPD" fmax_ha_per_bohr=0.095 homo_lumo_gap_ev=9.2 homo_ha=-0.3742 spin_multiplicity=1
H 3.511 -0.745 -0.218 0.0798
N 2.634 -1.368 -0.097 0.1486
C 1.545 -0.659 0.202 -0.3397
C 1.395 0.895 0.193 -0.0185
C 0.112 1.217 -0.070 -0.0296
C -0.541 -0.073 -0.008 -0.3671
C -2.022 0.025 0.104 -0.2918
O -2.556 -1.184 -0.056 -0.0370
N 0.195 -1.061 0.055 0.1352
H 2.436 1.392 -0.049 0.1317
H -0.545 2.095 -0.573 0.1730
H -2.175 0.564 1.091 0.1599
H -2.257 0.702 -0.693 0.1131
H -1.730 -1.800 0.120 0.1425

=====

14
Properties=species:S:1:pos:R:3:lowdin_charge:R:1 method="wB97M-V/def2-TZVPD" fmax_ha_per_bohr=0.062 homo_lumo_gap_ev=9.1 homo_ha=-0.3135 spin_multiplicity=1
O 1.049 0.215 -2.294 -0.0084
C 0.896 -1.060 -1.837 -0.1987
C 0.371 -1.388 -0.654 -0.0456
C -0.177 -0.334 0.211 -0.2701
C -1.294 -0.425 0.988 -0.0888
N -1.414 0.694 1.789 0.0519
C -0.357 1.384 1.592 -0.2110
N 0.477 0.775 0.695 0.0971
H 0.803 0.822 -1.507 0.1187
H 1.341 -1.820 -2.502 0.1260
H 0.372 -2.412 -0.334 0.1023
H -2.061 -1.144 1.138 0.1001
H -0.152 2.328 2.099 0.1233
H 1.238 1.157 0.276 0.1032

=====

14
Properties=species:S:1:pos:R:3:lowdin_charge:R:1 method="wB97M-V/def2-TZVPD" fmax_ha_per_bohr=0.093 homo_lumo_gap_ev=9.1 homo_ha=-0.3304 spin_multiplicity=1
C -1.877 -0.228 -1.563 -0.0476
C -0.749 0.066 -0.709 -0.3341
N 0.365 0.178 -1.264 0.0354
N 1.490 0.557 -0.667 0.0363
C 1.734 0.356 0.640 -0.0103
C 0.647 -0.518 1.122 -0.2383
O -0.539 -0.501 1.866 0.0999
C -0.540 0.190 0.733 -0.3033
H -2.555 -1.069 -1.175 0.1002
H -2.621 0.637 -1.747 0.1047
H -1.500 -0.551 -2.616 0.1128
H 2.494 0.859 1.141 0.0895
H 0.757 -1.509 0.652 0.1669
H -0.529 1.293 1.000 0.1880

=====

14
Properties=species:S:1:pos:R:3:lowdin_charge:R:1 method="wB97M-V/def2-TZVPD" fmax_ha_per_bohr=0.108 homo_lumo_gap_ev=9.7 homo_ha=-0.3231 spin_multiplicity=1
H -1.711 -2.151 -0.484 0.0233
N -2.133 -1.267 -0.171 0.0886
C -1.341 -0.205 -0.045 -0.4702
N -1.905 0.978 0.298 0.1013
C 0.128 -0.118 -0.098 -0.1880
C 1.069 1.004 -0.237 0.0007
C 2.284 0.360 -0.047 -0.2035
O 2.212 -0.879 0.261 0.0341
C 0.869 -1.208 0.237 -0.0457
H -2.872 1.211 0.133 0.0989
H -1.273 1.619 0.867 0.1315
H 1.037 2.099 -0.414 0.1160
H 3.259 0.806 -0.409 0.1501
H 0.377 -2.249 0.108 0.1629

=====

14
Properties=species:S:1:pos:R:3:lowdin_charge:R:1 method="wB97M-V/def2-TZVPD" fmax_ha_per_bohr=0.097 homo_lumo_gap_ev=9.5 homo_ha=-0.3157 spin_multiplicity=1
C 2.938 -1.042 -0.064 0.1608
C 1.718 -0.992 0.045 0.0070
C 0.366 -0.454 -0.112 -0.4617
N 0.079 0.746 -0.100 -0.0570
N 1.005 1.739 -0.076 0.0161
O -0.545 -1.395 -0.178 -0.0156
C -1.868 -1.017 -0.050 -0.2358
C -2.459 0.203 -0.044 -0.0195
H 3.930 -1.211 -0.168 -0.0009
H 1.869 1.437 0.535 0.1300
H 0.498 2.653 0.012 0.1070
H -2.325 -2.000 0.494 0.1564
H -1.653 1.104 -0.578 0.1479
H -3.554 0.228 0.285 0.0652

=====

14
Properties=species:S:1:pos:R:3:lowdin_charge:R:1 method="wB97M-V/def2-TZVPD" fmax_ha_per_bohr=0.073 homo_lumo_gap_ev="7.5 / 7.5" homo_ha="-0.3274 / -0.3274" spin_multiplicity=1
C -1.117 -1.312 -0.093 0.0100
C -2.146 -0.512 0.391 -0.1265
C -0.078 -0.424 -0.156 -0.2546
C 0.554 1.544 -0.117 -0.0340
C 1.106 0.212 -0.743 0.1793
N -1.755 0.751 0.637 0.1196
N -0.544 0.732 0.278 -0.1671
O 2.564 -0.849 0.865 -0.2675
H -1.281 -2.447 -0.212 0.1408
H -3.148 -0.692 0.611 0.0848
H 1.138 2.060 0.607 0.1141
H 0.066 2.288 -0.786 0.1391
H 1.441 0.135 -1.764 0.1099
H 3.202 -1.488 0.482 -0.0478

=====

15
Properties=species:S:1:pos:R:3:lowdin_charge:R:1 method="wB97M-V/def2-TZVPD" fmax_ha_per_bohr=0.074 homo_lumo_gap_ev=8.0 homo_ha=-0.2763 spin_multiplicity=1
N 1.467 -1.756 -0.097 0.0397
N 0.581 -0.707 0.120 -0.0577
C 1.011 0.595 0.032 -0.3557
O 2.327 0.856 -0.015 0.0870
C -0.023 1.448 0.143 -0.0865
C -1.304 0.743 0.071 -0.1004
C -1.201 -0.550 -0.077 -0.1566
O -1.872 -1.691 -0.032 0.0617
C -1.240 2.213 -0.137 -0.0340
H 1.338 -2.175 -1.019 0.0982
H 1.339 -2.475 0.613 0.0909
H 2.781 -0.004 0.018 0.0955
H -2.132 -1.928 0.870 0.1229
H -1.638 2.846 0.650 0.0934
H -1.432 2.586 -1.141 0.1015

=====

16
Properties=species:S:1:pos:R:3:lowdin_charge:R:1 method="wB97M-V/def2-TZVPD" fmax_ha_per_bohr=0.056 homo_lumo_gap_ev=10.3 homo_ha=-0.3730 spin_multiplicity=1
N 2.570 -1.277 0.310 -0.0932
S 1.723 -0.322 -0.805 0.6623
O 2.536 0.905 -0.833 -0.3277
O 1.381 -1.218 -1.926 -0.3355
C 0.171 0.173 -0.109 -0.2836
C -1.005 -0.439 -0.666 -0.0357
C -2.254 0.001 -0.244 -0.0723
C -2.336 0.999 0.703 -0.1279
N -1.209 1.539 1.209 0.0602
C 0.038 1.234 0.738 -0.1089
H 2.637 -0.733 1.196 0.0827
H 2.098 -2.233 0.332 0.1035
H -0.954 -1.193 -1.497 0.1279
H -3.085 -0.578 -0.679 0.1141
H -3.242 1.401 1.196 0.1186
H 0.930 1.740 1.076 0.1155